[1]
Molecular formula: H80O40
Method: DFT, ωB97M-V/def2-TZVPD

The geometry in XYZ format:
```
120
H80O40 | OMol25 | ωB97M-V/def2-TZVPD
H 3.94 3.79 0.65
H 4.13 5.03 -0.22
O 3.56 4.67 0.45
H -5.76 -0.67 -1.90
H -4.61 -0.44 -0.66
O -5.23 -0.96 -1.17
H 0.22 2.75 -5.11
H 1.66 3.18 -4.73
O 0.81 2.98 -4.35
H -4.01 -1.68 0.46
H -2.53 -1.12 0.16
O -3.09 -1.91 0.40
H 1.04 -3.50 -2.58
H 0.62 -2.10 -1.98
O 1.33 -2.79 -1.99
H -1.99 2.10 -1.96
O -1.24 2.44 -1.49
H 0.45 -1.12 3.06
O 0.32 -0.28 3.54
H 4.06 -1.85 1.29
H 5.47 -2.16 1.36
O 4.92 -1.37 1.22
H -3.92 2.06 5.34
H -3.18 1.80 4.27
O -4.08 2.29 4.41
H 0.21 -4.74 -0.29
H -0.29 -5.46 0.90
O -0.63 -4.99 0.11
H 0.66 -1.14 5.54
H 0.26 -2.13 6.60
O -0.06 -1.35 6.14
H 0.11 -2.08 -3.56
O 0.02 -2.63 -4.32
H 2.13 -0.40 -2.16
H 0.64 0.45 -2.38
O 1.28 -0.14 -1.91
H 2.71 0.43 -0.11
H 3.52 0.38 1.24
O 2.62 0.38 0.85
H 4.78 1.03 -0.22
H 5.32 1.28 1.27
O 4.79 1.63 0.53
H -5.40 -0.38 2.61
H -5.26 -1.30 3.74
O -5.46 -0.34 3.58
H -3.17 5.16 2.40
H -2.35 4.76 1.45
O -3.33 4.88 1.49
H -3.89 2.43 -3.41
H -3.34 3.84 -4.23
O -3.26 3.02 -3.75
H -0.78 2.61 4.89
O -1.27 2.79 4.07
H 3.85 -0.75 3.15
H 3.61 -0.54 4.54
O 4.20 -0.18 3.87
H 2.20 2.18 0.89
O 1.64 2.87 1.26
H 1.65 3.08 -1.05
H 1.03 3.47 -2.43
O 1.68 2.90 -1.98
H -2.42 0.07 3.27
H -1.50 -0.58 4.26
O -2.36 -0.66 3.88
H 2.09 -1.97 -0.31
H 2.33 -1.08 0.94
O 2.59 -2.03 0.52
H 0.86 -0.40 -4.81
H 0.44 -1.39 -5.90
O 1.13 -0.81 -5.66
H 5.35 -0.72 -2.42
H 6.19 0.57 -2.46
O 6.11 -0.29 -2.05
H -1.70 1.01 1.47
H -0.53 2.02 1.38
O -1.38 1.78 1.03
H -4.19 3.47 -0.96
H -3.16 2.59 -0.35
O -3.79 2.63 -1.06
H -6.35 0.95 -0.45
H -6.62 1.24 0.99
O -6.71 0.55 0.32
H -0.75 -3.78 2.83
H -1.25 -5.28 3.13
O -0.54 -4.64 3.22
H 2.25 2.51 5.18
H 2.92 1.20 4.65
O 2.15 1.59 5.04
H -4.41 -2.94 -3.67
O -3.46 -2.81 -3.50
H 0.07 1.64 -3.96
H -1.04 0.86 -4.60
O -0.34 0.70 -3.97
H -0.88 2.16 3.47
H -1.46 2.46 -0.55
H 2.29 3.47 1.57
H 1.06 0.35 3.63
H -0.73 -3.20 -4.20
H -3.55 -1.85 -3.51
O 4.21 -3.08 -1.64
H 3.98 -2.60 -0.84
H 3.62 -2.85 -2.35
O -0.51 -0.61 0.57
H 0.21 0.04 0.38
H -0.34 -1.26 -0.16
O 0.45 -2.46 2.18
H 0.39 -2.42 1.22
H 0.89 -3.29 2.40
O -0.96 5.83 -0.61
H -0.92 4.88 -0.77
H -1.82 6.21 -0.78
O 1.57 -5.17 -2.88
H 2.30 -4.97 -2.29
H 0.90 -5.49 -2.23
O 3.39 -2.02 -4.12
H 2.53 -2.30 -4.51
H 4.08 -2.57 -4.52
O -1.31 -2.55 -1.91
H -1.47 -2.03 -1.13
H -2.23 -2.85 -2.15
```

The electronic energy is -3057.38983 a.u. Its energy relative to the best compared isomer or geometry (same formula, charge and spin) is 230.6 kcal per mole. The HOMO energy is -9.983 eV.

[2]
Molecular formula: H80O40
Method: DFT, ωB97M-V/def2-TZVPD

The geometry in XYZ format:
```
120
H80O40 | OMol25 | ωB97M-V/def2-TZVPD
H -0.62 -2.91 4.85
H -0.68 -4.35 4.65
O -1.03 -3.67 5.32
H -5.27 -3.31 -2.47
H -5.72 -2.00 -1.62
O -5.21 -2.33 -2.25
H -1.96 1.63 -5.52
H -0.64 2.29 -6.12
O -1.53 2.10 -6.31
H 4.04 -1.53 4.81
H 3.90 -0.43 3.69
O 4.01 -1.43 3.92
H 1.29 3.65 -4.84
H 1.18 3.05 -3.42
O 0.55 3.41 -4.24
H 2.35 -5.27 -0.29
O 1.57 -5.30 0.31
H -3.59 -2.41 -2.07
O -2.81 -1.96 -1.76
H 3.73 1.80 -3.80
H 4.30 3.10 -3.44
O 3.55 2.53 -3.15
H -1.83 6.27 0.98
H -2.39 4.80 1.78
O -2.15 5.72 1.82
H 4.94 0.46 0.35
H 5.13 1.64 1.24
O 4.80 1.44 0.32
H -1.97 -3.29 3.19
H -1.00 -3.40 2.00
O -1.86 -3.47 2.30
H 1.03 5.26 0.72
O 0.39 5.42 0.03
H 3.77 2.70 3.43
H 3.32 3.53 2.25
O 3.58 2.73 2.43
H -1.80 6.11 -2.02
H -1.82 5.22 -3.37
O -1.76 5.26 -2.41
H 1.55 0.46 6.20
H 2.52 1.22 5.33
O 2.40 0.63 6.09
H -1.13 0.30 -2.86
H -1.81 -0.89 -3.14
O -1.09 -0.19 -3.71
H 2.56 -3.30 -2.55
H 4.10 -2.94 -2.83
O 3.50 -3.67 -2.44
H -2.14 -2.46 -5.44
H -1.02 -1.40 -5.78
O -1.33 -2.19 -5.23
H 0.70 0.81 -1.01
O 1.70 1.07 -1.08
H 0.89 2.61 5.18
H 0.62 3.35 4.07
O 1.30 3.30 4.74
H -4.58 0.49 3.01
O -4.36 -0.52 2.74
H -1.53 -5.23 0.25
H -0.64 -6.44 0.52
O -1.19 -6.02 -0.04
H -2.39 0.91 1.72
H -1.35 -0.18 1.41
O -1.81 0.33 2.14
H 3.96 3.50 -0.35
H 2.49 3.42 -0.32
O 3.10 3.93 -0.51
H -0.98 -3.34 -3.28
H -0.65 -4.73 -2.71
O -0.29 -3.88 -3.23
H -1.19 0.62 -0.69
H -0.61 -0.85 -1.01
O -0.61 0.06 -1.22
H 2.88 -3.98 3.36
H 4.12 -3.71 2.29
O 3.20 -4.15 2.46
H 0.16 0.99 4.63
H -1.10 0.40 5.31
O -0.41 0.91 5.45
H 1.57 -1.78 0.05
H 1.48 -0.33 0.72
O 1.73 -1.33 0.98
H -6.63 -0.75 -0.34
H -6.04 -1.75 0.68
O -6.71 -1.71 0.13
H 4.30 0.75 -2.95
H 4.56 -0.40 -2.07
O 4.29 -0.27 -2.96
H -0.49 3.65 0.69
O -0.11 2.97 1.33
H -0.51 2.21 -3.26
H -0.76 3.63 -2.66
O -0.84 2.72 -2.57
H 2.05 0.72 -1.86
H 1.77 -5.74 1.11
H -4.22 -1.09 3.53
H -2.48 -2.39 -1.05
H 0.77 5.02 -0.80
H 0.48 3.31 2.00
O -3.88 0.93 -3.83
H -4.33 0.16 -4.26
H -3.85 0.82 -2.89
O -1.50 -1.40 4.00
H -2.21 -2.02 4.25
H -1.78 -0.84 3.25
O 0.41 -2.52 -1.04
H -0.13 -2.59 -1.83
H 0.89 -3.52 -0.90
O 1.09 1.04 3.14
H 0.39 1.06 2.58
H 1.63 1.73 2.78
O -3.01 3.25 0.27
H -2.36 3.60 -0.29
H -3.40 2.34 -0.15
O 1.80 0.34 -3.59
H 0.85 0.11 -3.70
H 1.95 -0.06 -4.67
O 0.56 -4.13 2.80
H 0.58 -4.74 2.10
H 0.79 -3.28 2.54
```

The electronic energy is -3057.13159 a.u. Its energy relative to the best compared isomer or geometry (same formula, charge and spin) is 392.7 kcal per mole. The HOMO energy is -10.064 eV.

[3]
Molecular formula: H80O40
Method: DFT, ωB97M-V/def2-TZVPD

The geometry in XYZ format:
```
120
H80O40 | OMol25 | ωB97M-V/def2-TZVPD
H -1.25 -2.35 -0.57
H -0.34 -3.34 -1.67
O -0.49 -2.78 -0.91
H 3.54 5.30 -1.51
H 2.62 4.66 -0.71
O 2.77 5.56 -0.99
H 2.65 -2.44 1.52
H 1.44 -3.15 1.85
O 2.10 -3.14 1.13
H -1.33 -3.67 1.99
H -2.06 -4.56 3.11
O -1.71 -4.52 2.22
H 0.85 -3.10 5.30
H 2.28 -3.47 5.51
O 1.65 -2.79 5.75
H 1.82 4.14 -2.23
O 0.91 3.84 -2.34
H -2.76 -3.37 -3.86
O -2.64 -2.92 -3.02
H -1.82 5.47 -2.79
H -0.73 5.02 -2.04
O -1.61 5.41 -1.84
H -1.33 0.08 -5.28
H -1.32 -0.24 -3.83
O -1.94 0.08 -4.52
H 0.97 -4.46 -2.63
H 0.04 -5.44 -2.51
O 0.23 -4.79 -3.22
H 0.00 1.86 2.38
H -1.27 1.55 1.77
O -0.50 1.06 2.06
H 1.95 -1.36 -2.50
O 1.58 -1.28 -1.63
H 3.17 0.23 -2.18
H 4.07 1.48 -1.79
O 3.53 1.07 -2.48
H -0.16 4.07 2.62
H 0.68 3.89 1.41
O 0.65 3.50 2.31
H 3.41 0.11 0.34
H 3.91 1.26 0.98
O 4.27 0.56 0.40
H 5.53 -1.63 -0.95
H 5.24 -2.61 -2.05
O 5.38 -1.67 -1.93
H -6.17 -0.82 1.09
H -5.47 0.51 0.85
O -6.26 0.09 1.20
H -3.86 2.62 -0.94
H -4.53 3.64 -1.81
O -3.83 2.99 -1.83
H -0.30 1.13 -1.78
O -0.63 0.27 -1.59
H -4.73 0.19 -0.78
H -5.98 -0.74 -0.68
O -5.46 -0.19 -1.29
H -3.11 2.26 3.99
O -2.61 1.52 4.46
H 5.53 -1.66 0.63
H 5.50 -3.04 -0.08
O 5.83 -2.57 0.69
H -1.28 1.63 -3.90
H -1.15 2.37 -2.74
O -0.57 2.16 -3.50
H -2.84 -0.52 1.46
H -2.76 -0.80 0.17
O -3.10 -0.02 0.64
H -0.45 0.31 5.58
H 0.75 1.07 5.13
O 0.40 0.16 5.13
H 1.57 -5.60 -0.89
H 1.19 -4.15 -0.18
O 1.52 -4.66 -0.93
H 4.86 3.12 0.60
H 4.12 4.52 1.21
O 4.23 3.82 0.57
H 3.44 -1.03 -4.87
H 4.60 -1.11 -3.89
O 4.09 -1.65 -4.53
H 1.67 -2.82 -4.74
H 2.55 -3.05 -3.59
O 1.71 -2.60 -3.80
H 3.20 2.83 2.44
H 2.51 3.04 3.71
O 3.36 3.22 3.31
H -1.88 -6.29 -0.62
H -1.00 -5.88 0.54
O -0.95 -6.21 -0.37
H -3.05 3.68 2.45
O -2.14 3.34 2.56
H 0.72 0.39 1.17
H 1.46 -0.27 0.04
O 1.60 0.01 0.95
H 0.05 -0.41 -1.72
H 1.04 2.88 -2.40
H -1.67 1.57 4.29
H -2.79 -2.00 -3.30
H 1.51 -2.16 -1.22
H -1.99 3.27 1.60
O -2.81 4.45 0.21
H -3.10 5.14 -0.41
H -2.35 3.92 -0.46
O -3.94 -0.57 3.19
H -3.42 -0.80 3.94
H -4.84 -0.80 3.42
O -4.29 -0.58 -3.83
H -4.64 -1.32 -4.34
H -3.54 -0.01 -4.04
O 0.36 5.22 -4.45
H 0.09 5.34 -3.55
H 0.51 4.27 -4.34
O -2.72 -3.39 4.29
H -3.16 -3.18 5.12
H -2.47 -2.53 3.92
O 2.87 -0.05 5.27
H 2.95 -0.75 4.59
H 2.00 -0.45 5.52
O -0.85 -1.71 2.55
H -0.66 -0.89 3.06
H -0.34 -1.94 1.78
```

The spin multiplicity is 2. The electronic energy is -3057.00425 a.u. Its energy relative to the best compared isomer or geometry (same formula, charge and spin) is 187.0 kcal per mole. Its expectation value of S² is 0.76. The total charge is +1. The HOMO energy (spin up / spin down) is -12.219 / -12.219 eV.

[4]
Molecular formula: H8INSi3
Method: DFT, ωB97M-V/def2-TZVPD

The geometry in XYZ format:
```
13
H8INSi3 | OMol25 | ωB97M-V/def2-TZVPD
N 0.00 0.06 0.22
Si -1.49 0.85 -0.45
Si -0.13 -1.19 1.43
Si 1.55 0.41 -0.84
I 3.61 -0.62 0.01
H -1.88 2.28 0.08
H -2.70 0.09 -0.28
H -1.61 1.04 -1.96
H -0.45 -2.42 0.67
H 1.25 -1.11 1.79
H -1.04 -0.84 2.41
H 1.12 -0.35 -1.95
H 1.77 1.79 -1.13
```

The electronic energy is -1225.73558 a.u. Its energy relative to the best compared isomer or geometry (same formula, charge and spin) is 11.4 kcal per mole. As for the structure (SMILES): [SiH3]N([SiH3])[SiH2]I. The HOMO energy is -9.620 eV.